(1)
{"formula": "C3H7NOS", "method": "ωB97M-V/def2-TZVPD", "species": ["O", "C", "N", "C", "C", "S", "H", "H", "H", "H", "H", "H", "H"], "coordinates": [[-1.7149, -0.0549, -0.4240], [-1.5476, -0.5684, -1.6274], [-0.4768, -1.0351, -2.2038], [-0.2390, 1.4018, 1.6633], [0.8070, 1.0882, 0.5365], [1.5328, -0.5730, 0.8466], [-2.4909, -0.6026, -2.2999], [0.2922, -1.3126, -1.5454], [0.3812, 1.4682, 2.5527], [-0.8123, 0.4216, 1.6193], [1.6522, 1.8815, 0.2807], [0.2956, 1.1376, -0.3777], [-0.9089, 2.3287, 1.6087]], "spin_multiplicity": 1, "total_charge": 0, "e_tot_ev": -17591.06289, "relative_energy_kj_mol": 662.5}

=====

(2)
{"formula": "C3H7NOS", "method": "ωB97M-V/def2-TZVPD", "species": ["N", "C", "C", "O", "C", "S", "H", "H", "H", "H", "H", "H", "H"], "coordinates": [[0.0867, 0.1786, -1.6665], [-0.5187, -0.0459, -0.3760], [-1.1817, -1.4187, -0.3758], [-1.6643, -1.9592, 0.6479], [0.4751, 0.1559, 0.8005], [1.1531, 1.7981, 0.8381], [0.3536, 1.1161, -1.4605], [1.0974, -0.1851, -1.5412], [-1.2106, 0.7766, -0.1202], [-1.6396, -1.5995, -1.4019], [1.2989, -0.6117, 0.9028], [-0.0798, 0.0808, 1.7146], [1.8300, 1.7140, 2.0383]], "spin_multiplicity": 1, "total_charge": 0, "e_tot_ev": -17595.67007, "relative_energy_kj_mol": 218.0, "smiles": "N[C@@H](C=O)CS"}

=====

(3)
{"formula": "C3H7NOS", "method": "ωB97M-V/def2-TZVPD", "species": ["O", "C", "C", "C", "N", "S", "H", "H", "H", "H", "H", "H", "H"], "coordinates": [[0.2602, -1.5558, -0.3152], [1.2096, -0.5613, -0.1056], [0.4953, 0.6468, 0.5555], [-0.5837, 1.2289, -0.3131], [-1.5914, 0.6315, -0.6198], [-2.3543, -0.6238, 0.0864], [-0.0810, -1.2916, -1.3358], [2.1221, -0.8343, 0.4138], [1.7254, -0.5274, -1.1971], [-0.3017, 0.3638, 1.4152], [1.1584, 1.4862, 0.8103], [-0.5033, 2.2979, -0.7851], [-1.5555, -1.2609, 1.3904]], "spin_multiplicity": 1, "total_charge": 0, "e_tot_ev": -17593.19374, "relative_energy_kj_mol": 456.9, "smiles": "OCC/C=N\\S"}

=====

(4)
{"formula": "C3H7NOS2", "method": "ωB97M-V/def2-TZVPD", "species": ["C", "C", "C", "N", "O", "S", "S", "H", "H", "H", "H", "H", "H", "H"], "coordinates": [[0.6857, 2.0583, 0.9547], [-0.9615, -1.1198, -1.6509], [-0.2039, -0.7089, -0.4261], [0.7055, 1.3643, 2.0444], [0.4402, -1.8071, 0.3294], [0.1665, 3.4445, 0.5338], [0.9087, 0.6587, -0.9196], [-1.3732, -0.2544, -2.1506], [-1.7625, -1.9397, -1.3579], [-0.2043, -1.5734, -2.3643], [-0.9599, -0.1610, 0.0989], [0.2157, 1.7843, 2.9080], [1.3190, 0.6466, 2.1720], [1.0238, -2.3924, -0.1718]], "spin_multiplicity": 3, "total_charge": 0, "e_tot_ev": -28428.15567, "relative_energy_kj_mol": 0.0}

=====

(5)
{"formula": "C3H7NS", "method": "ωB97M-V/def2-TZVPD", "species": ["N", "C", "C", "C", "S", "H", "H", "H", "H", "H", "H", "H"], "coordinates": [[0.7155, 1.3767, 0.9805], [-0.1062, 0.9095, -0.0433], [0.2792, -0.1636, -1.1646], [-0.8135, -0.4615, -0.2209], [-0.5040, -1.5902, 1.2092], [0.3074, 1.3574, 1.9176], [1.5997, 0.8202, 1.1569], [-0.6703, 1.5686, -0.6791], [-0.0058, -0.0359, -2.2390], [1.2541, -0.6179, -0.9198], [-1.9186, -0.3966, -0.5493], [-0.1377, -2.7667, 0.5518]], "spin_multiplicity": 1, "total_charge": 0, "e_tot_ev": -15548.04152, "relative_energy_kj_mol": 154.7, "smiles": "N[C@H]1C[C@H]1S"}

=====

(6)
{"formula": "C3H7NS", "method": "ωB97M-V/def2-TZVPD", "species": ["C", "N", "C", "C", "S", "H", "H", "H", "H", "H", "H", "H"], "coordinates": [[-2.8762, 0.1436, 0.1295], [-1.5456, -0.4888, -0.2805], [-0.3963, 0.4397, 0.0254], [0.8288, -0.4083, 0.2747], [2.3222, 0.0855, -0.0579], [-3.7552, -0.4335, -0.1220], [-2.9510, 0.1579, 1.2354], [-3.1812, 1.0457, -0.4525], [-1.4992, -0.5916, -1.3964], [-0.0823, 1.2892, -0.7038], [-0.7548, 0.9755, 1.0112], [0.5495, -1.4384, 0.7410]], "spin_multiplicity": 1, "total_charge": 0, "e_tot_ev": -15547.79513, "relative_energy_kj_mol": 178.5, "smiles": "CNCC=S"}

=====

(7)
{"formula": "C3H7NS", "method": "ωB97M-V/def2-TZVPD", "species": ["C", "C", "C", "N", "S", "H", "H", "H", "H", "H", "H", "H"], "coordinates": [[0.4488, -1.0973, -1.8517], [0.2873, -0.4815, -0.5093], [1.1540, -1.2886, 0.5943], [-0.4033, 0.5776, -0.4343], [-0.8203, 1.1869, 1.0723], [-0.3092, -0.7315, -2.5883], [1.4332, -0.8404, -2.2252], [0.4547, -2.2043, -1.7449], [0.7087, -1.3385, 1.6182], [1.2441, -2.3198, 0.1036], [2.1995, -0.8382, 0.7142], [-1.1231, 2.4436, 0.6058]], "spin_multiplicity": 1, "total_charge": 0, "e_tot_ev": -15548.68859, "relative_energy_kj_mol": 92.3, "smiles": "CC(C)=NS"}

=====

(8)
{"formula": "C3H7NS", "method": "ωB97M-V/def2-TZVPD", "species": ["C", "C", "C", "H", "H", "H", "H", "H", "H", "H", "N", "S"], "coordinates": [[1.8143, -0.3781, -0.1136], [-0.5966, 0.0837, 0.4330], [-2.0320, 0.6600, 0.0033], [2.6033, -0.7719, -1.1746], [2.6547, 0.3804, 0.6143], [1.0696, -1.4365, 0.3798], [0.3362, 0.2066, -1.3970], [-0.6629, -1.0971, 0.6606], [-0.4908, 0.4580, 1.4789], [-2.0337, 1.7224, -0.1553], [0.6668, 0.4637, -0.4937], [-3.3289, -0.2913, -0.2358]], "spin_multiplicity": 1, "total_charge": 0, "e_tot_ev": -15545.03088, "relative_energy_kj_mol": 445.2}

=====

(9)
{"formula": "C3H7NS2", "method": "ωB97M-V/def2-TZVPD", "species": ["C", "N", "C", "C", "S", "S", "H", "H", "H", "H", "H", "H", "H"], "coordinates": [[1.8466, -0.2236, 0.0245], [0.5420, 0.3410, -0.2164], [-0.5244, -0.4842, 0.1655], [-1.9345, 0.0316, -0.0057], [-3.2959, -0.8653, -0.0737], [-2.0726, 1.7743, 0.0418], [2.0873, -1.1954, -0.4500], [2.5823, 0.5001, -0.3233], [1.9867, -0.3456, 1.1200], [0.4704, 0.6353, -1.2017], [-0.3917, -0.6753, 1.2431], [-0.4906, -1.4912, -0.2640], [-0.8058, 1.9984, -0.0600]], "spin_multiplicity": 1, "total_charge": 0, "e_tot_ev": -26384.20879, "relative_energy_kj_mol": 93.3, "smiles": "CNCC(=S)S"}

=====

(10)
{"formula": "C3H7NSSi", "method": "ωB97M-V/def2-TZVPD", "species": ["Si", "C", "N", "C", "C", "S", "H", "H", "H", "H", "H", "H", "H"], "coordinates": [[1.0993, 0.8046, -2.0958], [0.1521, 0.2965, -0.6224], [0.7407, 0.2960, 0.4640], [-0.0715, -0.0889, 1.6130], [-1.2805, -0.9003, 1.1077], [-1.5409, -0.4493, -0.5790], [2.5162, 0.7660, -1.5435], [0.8541, 2.2172, -2.5529], [0.8508, -0.2814, -3.0775], [-0.2852, 0.7809, 2.2161], [0.3826, -0.8898, 2.1902], [-1.2663, -1.9906, 1.1847], [-2.1513, -0.5610, 1.6955]], "spin_multiplicity": 1, "total_charge": 0, "e_tot_ev": -23426.10320, "relative_energy_kj_mol": 0.0, "smiles": "[SiH3]C1=NCCS1"}